(1)
This record from the Open Molecules 2025 dataset describes a cluster of 3 separate species, C32H72FNO7P in total in a non-equilibrium geometry. The level of theory is ωB97M-V/def2-TZVPD.

Element x y z (Å)
C 5.529 3.671 5.745
C 6.784 4.256 4.965
C 7.517 3.151 4.112
C 8.445 3.751 2.996
C 7.660 4.035 1.653
C 7.843 2.894 0.571
C 6.531 2.040 0.494
C 6.625 0.947 -0.632
C 5.237 0.175 -0.610
C 5.326 -0.901 0.545
C 4.242 -0.698 1.678
C 2.826 -1.031 1.090
P 1.389 -0.562 2.166
N 0.074 -1.631 1.703
C 0.723 1.160 1.802
C 1.855 2.268 1.721
C 1.458 3.438 2.724
C 0.521 4.499 2.029
C 1.327 5.377 0.991
O 1.516 6.720 1.406
C 0.291 7.454 1.414
C 1.655 -0.836 4.010
C 1.359 0.478 4.828
F 2.884 -1.373 4.334
H 5.769 3.651 6.833
H 5.311 2.635 5.393
H 4.639 4.312 5.572
H 6.473 5.090 4.285
H 7.468 4.706 5.719
H 8.180 2.587 4.817
H 6.772 2.431 3.687
H 8.851 4.718 3.382
H 9.267 3.014 2.824
H 7.957 5.034 1.253
H 6.569 4.075 1.897
H 8.054 3.386 -0.404
H 8.739 2.284 0.827
H 6.399 1.531 1.481
H 5.643 2.682 0.272
H 7.463 0.236 -0.432
H 6.790 1.385 -1.645
H 4.421 0.895 -0.343
H 5.017 -0.329 -1.573
H 5.274 -1.932 0.117
H 6.321 -0.828 1.045
H 4.470 -1.495 2.428
H 4.320 0.310 2.140
H 2.692 -2.098 0.804
H 2.717 -0.445 0.138
H 0.435 -2.583 1.810
H -0.643 -1.518 2.427
H -0.099 1.414 2.502
H 0.267 1.053 0.784
H 2.859 1.849 1.938
H 1.797 2.693 0.690
H 0.888 3.004 3.581
H 2.374 3.908 3.143
H 0.033 5.137 2.800
H -0.303 3.974 1.487
H 0.822 5.366 -0.003
H 2.347 4.941 0.863
H -0.045 7.521 2.481
H -0.530 6.962 0.838
H 0.433 8.481 1.011
H 0.888 -1.569 4.366
H 0.316 0.819 4.625
H 1.373 0.204 5.908
H 2.083 1.286 4.596
C -3.860 -2.984 3.027
O -4.405 -2.889 1.728
C -3.439 -2.558 0.738
C -3.687 -3.325 -0.549
O -3.368 -4.711 -0.480
C -4.232 -5.546 0.292
C -5.625 -5.722 -0.292
O -6.404 -4.550 -0.103
C -7.298 -4.301 -1.174
H -3.655 -1.984 3.430
H -4.596 -3.474 3.664
H -2.946 -3.590 3.034
H -2.424 -2.757 1.098
H -3.534 -1.481 0.547
H -3.006 -2.915 -1.303
H -4.695 -3.169 -0.928
H -4.272 -5.215 1.329
H -3.751 -6.527 0.297
H -6.132 -6.543 0.230
H -5.543 -5.979 -1.353
H -6.781 -4.360 -2.136
H -7.685 -3.289 -1.052
H -8.132 -5.008 -1.143
C -7.782 -1.789 -9.462
O -6.735 -1.882 -8.516
C -6.563 -0.694 -7.752
C -6.239 -1.016 -6.304
O -7.338 -1.526 -5.552
C -7.775 -2.852 -5.846
C -6.788 -3.943 -5.457
O -5.695 -3.985 -6.362
C -4.473 -4.330 -5.737
H -7.474 -1.176 -10.315
H -8.004 -2.796 -9.816
H -8.693 -1.379 -9.012
H -7.456 -0.063 -7.800
H -5.726 -0.143 -8.198
H -5.977 -0.072 -5.816
H -5.367 -1.661 -6.215
H -8.080 -2.941 -6.887
H -8.676 -2.995 -5.243
H -7.290 -4.918 -5.504
H -6.447 -3.773 -4.430
H -4.306 -3.723 -4.842
H -3.672 -4.126 -6.448
H -4.462 -5.394 -5.485

Atoms 1-6, force components in eV/Å:
C 0.7 0.3 -0.3
C -0.6 -0.4 -0.3
C 0.6 0.5 0.7
C -0.8 -0.1 0.0
C 0.3 -0.4 0.3
C -0.6 0.9 0.5

E_tot = -62169.4233 eV
Gap between HOMO and LUMO = 7.7 eV
Net charge = +1
E_HOMO = -10.3 eV



(2)
This record from the Open Molecules 2025 dataset describes a cluster of 3 separate species, C39H35BF2NO4PSi in total in a non-equilibrium geometry. The level of theory is ωB97M-V/def2-TZVPD.

Element x y z (Å)
C 0.525 -0.793 0.154
Si 1.153 -1.358 -1.552
C 1.445 -3.269 -1.496
C -0.056 -1.054 -2.997
C -1.151 0.060 -2.744
C -2.625 -0.381 -3.045
F -3.286 0.785 -3.556
F -2.754 -1.354 -4.042
B -3.469 -0.805 -1.728
P -4.979 0.150 -1.061
N -4.562 1.482 -0.241
C 2.882 -0.587 -1.798
C 3.876 -1.109 -2.740
C 5.223 -0.539 -2.898
C 5.571 0.594 -2.053
C 4.601 1.173 -1.111
C 3.258 0.589 -0.971
H -0.225 -1.546 0.511
H 1.421 -0.734 0.838
H 0.102 0.249 0.118
H 2.529 -3.465 -1.725
H 1.189 -3.676 -0.486
H 0.865 -3.772 -2.325
H -0.569 -2.043 -3.194
H 0.464 -0.809 -3.968
H -0.955 0.961 -3.394
H -1.149 0.458 -1.687
H -3.148 -1.790 -1.151
H -5.686 -0.685 -0.148
H -5.859 0.552 -2.112
H -4.898 1.356 0.722
H 3.580 -1.987 -3.363
H 5.926 -1.003 -3.631
H 6.592 1.029 -2.124
H 4.888 2.064 -0.495
H 2.535 1.021 -0.246
C -9.543 -7.659 3.448
C -10.594 -7.073 2.747
C -10.331 -6.240 1.669
C -9.016 -5.981 1.294
C -7.962 -6.550 2.013
C -8.231 -7.398 3.083
C -6.554 -6.243 1.657
O -5.636 -6.741 2.279
C -6.287 -5.311 0.532
C -4.974 -4.969 0.221
C -4.712 -4.109 -0.835
C -5.762 -3.595 -1.594
C -7.072 -3.930 -1.284
C -7.338 -4.781 -0.215
C -8.746 -5.103 0.129
O -9.663 -4.651 -0.530
H -9.750 -8.317 4.284
H -11.618 -7.268 3.041
H -11.151 -5.790 1.122
H -7.417 -7.852 3.635
H -4.154 -5.369 0.806
H -3.690 -3.841 -1.071
H -5.557 -2.928 -2.426
H -7.886 -3.524 -1.874
C 3.869 8.216 2.427
C 3.407 6.946 2.093
C 4.306 5.944 1.757
C 5.672 6.211 1.743
C 6.134 7.491 2.054
C 5.229 8.489 2.407
C 7.584 7.805 1.996
O 7.987 8.918 2.271
C 8.531 6.737 1.587
C 9.887 7.029 1.471
C 10.782 6.035 1.103
C 10.327 4.743 0.857
C 8.976 4.448 0.965
C 8.073 5.446 1.321
C 6.626 5.128 1.400
O 6.227 3.999 1.181
H 3.166 8.995 2.698
H 2.343 6.738 2.096
H 3.941 4.956 1.503
H 5.584 9.480 2.663
H 10.246 8.033 1.665
H 11.837 6.266 1.009
H 11.028 3.965 0.576
H 8.626 3.442 0.768

Atoms 1-6, force components in eV/Å:
C 0.2 0.4 -0.1
Si 0.9 -0.9 0.1
C 0.3 0.1 -0.6
C -0.9 0.1 -0.5
C -0.1 0.2 -0.4
C -0.5 1.3 0.2

E_tot = -73967.0497 eV
Gap between HOMO and LUMO = 7.3 eV
Energy relative to the best compared isomer or geometry (same formula, charge and spin) = 187.1 kJ/mol
E_HOMO = -8.6 eV
SMILES string = C[Si](C)(CCC(F)(F)B[PH2]=N)c1ccccc1.O=C1c2ccccc2C(=O)c2ccccc21.O=C1c2ccccc2C(=O)c2ccccc21



(3)
This record from the Open Molecules 2025 dataset describes an isolated molecule of C4H7NO in a non-equilibrium geometry. The level of theory is ωB97M-V/def2-TZVPD.

Element x y z (Å)
C 0.223 -0.884 1.658
O 0.494 0.255 0.872
C -0.235 0.137 -0.310
C -0.169 1.513 -1.038
C 0.324 -0.936 -1.194
N 0.657 -1.833 -1.844
H 0.708 -1.790 1.239
H -0.907 -1.054 1.546
H 0.673 -0.659 2.652
H -1.282 -0.342 0.065
H -0.616 2.265 -0.385
H 0.857 1.859 -1.286
H -0.726 1.468 -1.976

Atoms 1-6, force components in eV/Å:
C -0.1 -0.3 0.2
O 0.0 -0.2 -0.2
C -0.6 -0.1 -0.1
C -0.5 -0.4 0.2
C 0.0 -0.8 -0.3
N -0.2 0.9 0.5

E_tot = -7797.5356 eV
Gap between HOMO and LUMO = 11.7 eV
Energy relative to the best compared isomer or geometry (same formula, charge and spin) = 203.5 kJ/mol
E_HOMO = -10.9 eV
SMILES string = CO[C@@H](C)C#N



(4)
This record from the Open Molecules 2025 dataset describes a cluster of 2 separate species, BrH4N2OP in total in a non-equilibrium geometry. The level of theory is ωB97M-V/def2-TZVPD.

Element x y z (Å)
N -1.354 -0.818 1.096
N -0.433 0.968 -0.789
O 0.451 -1.410 -0.789
P -0.470 -0.488 -0.094
Br 3.053 -0.175 0.153
H -0.870 -1.668 1.426
H 0.151 1.242 -1.545
H -1.172 1.493 -0.462
H 1.925 -0.979 -0.299

Atoms 1-6, force components in eV/Å:
N 0.0 0.4 0.6
N -0.1 -1.8 1.0
O 0.0 -0.1 0.0
P 1.6 -0.9 -1.7
Br 0.4 0.2 0.2
H -0.8 0.0 0.2

E_tot = -84424.4607 eV
Gap between HOMO and LUMO = 10.5 eV
Energy relative to the best compared isomer or geometry (same formula, charge and spin) = 93.9 kJ/mol
E_HOMO = -10.4 eV



(5)
This record from the Open Molecules 2025 dataset describes a cluster of 7 separate species, C64H71Br2Cl2N8O2S2 in total in a non-equilibrium geometry. The level of theory is ωB97M-V/def2-TZVPD.

Element x y z (Å)
C 4.798 -1.798 4.231
C 3.398 -1.268 4.348
C 2.474 -1.839 5.223
C 1.181 -1.328 5.285
C 0.791 -0.270 4.468
C 1.711 0.309 3.589
C 1.214 1.480 2.756
C 2.008 1.646 1.465
C 3.281 2.452 1.515
O 4.137 1.866 0.536
C 3.608 2.144 -0.721
C 4.574 1.696 -1.849
Br 5.648 0.183 -1.287
C 5.448 2.860 -2.310
C 6.352 2.465 -3.483
Br 6.536 3.572 -0.861
C 2.182 1.564 -0.953
O 1.811 2.246 -2.118
C 2.083 0.071 -1.214
C 0.638 -0.417 -1.366
C 0.617 -1.925 -1.653
S -0.348 -2.211 -3.165
C 0.707 -3.223 -4.184
S 1.037 -2.699 -5.674
N 1.148 -4.507 -3.754
C 0.164 -5.135 -2.882
C 0.214 -5.092 -1.492
C -0.779 -5.700 -0.732
C -1.845 -6.344 -1.363
C -1.905 -6.375 -2.753
C -0.901 -5.781 -3.511
C 2.504 -4.567 -3.260
C 2.936 -5.754 -2.657
C 4.236 -5.899 -2.191
C 5.156 -4.859 -2.328
C 4.734 -3.679 -2.937
C 3.427 -3.529 -3.398
N 1.233 1.948 0.208
C 0.608 3.291 -0.020
Cl -0.760 2.907 -1.100
C -0.040 4.055 1.144
C -1.214 3.370 1.863
Cl 1.115 4.829 2.255
C 3.015 -0.184 3.547
H 5.482 -1.027 3.902
H 4.804 -2.566 3.459
H 5.131 -2.275 5.144
H 2.755 -2.672 5.841
H 0.478 -1.769 5.972
H -0.216 0.109 4.538
H 1.240 2.362 3.384
H 0.191 1.221 2.506
H 2.379 0.642 1.285
H 3.149 3.493 1.236
H 3.726 2.379 2.495
H 3.490 3.221 -0.872
H 4.005 1.424 -2.724
H 4.760 3.637 -2.616
H 7.371 2.335 -3.155
H 6.009 1.543 -3.935
H 6.319 3.268 -4.203
H 1.002 1.871 -2.488
H 2.633 -0.154 -2.117
H 2.567 -0.520 -0.440
H 0.115 -0.287 -0.420
H 0.108 0.091 -2.165
H 0.252 -2.496 -0.809
H 1.629 -2.270 -1.833
H 1.031 -4.594 -0.995
H -0.705 -5.666 0.341
H -2.620 -6.823 -0.789
H -2.722 -6.859 -3.260
H -0.930 -5.791 -4.587
H 2.239 -6.568 -2.554
H 4.540 -6.815 -1.715
H 6.165 -4.973 -1.978
H 5.443 -2.878 -3.067
H 3.173 -2.591 -3.861
H 0.443 1.299 0.220
H 1.275 3.964 -0.532
H -0.473 4.896 0.622
H -1.106 3.517 2.927
H -2.152 3.831 1.592
H -1.298 2.316 1.635
H 3.745 0.243 2.878
N -3.867 2.791 3.661
C -4.883 2.118 3.112
C -6.215 2.423 3.350
C -6.512 3.476 4.201
C -5.469 4.178 4.781
C -4.171 3.798 4.480
H -4.598 1.301 2.458
H -6.999 1.845 2.880
H -7.538 3.739 4.414
H -5.656 5.002 5.456
H -3.328 4.325 4.915
N -0.297 -5.535 2.746
C -0.403 -4.390 3.417
C -1.244 -4.214 4.504
C -2.020 -5.284 4.918
C -1.922 -6.483 4.231
C -1.048 -6.555 3.157
H 0.222 -3.577 3.061
H -1.288 -3.261 5.013
H -2.689 -5.187 5.763
H -2.508 -7.344 4.519
H -0.939 -7.476 2.594
N 7.166 5.478 -5.695
C 8.142 6.332 -5.996
C 7.922 7.627 -6.439
C 6.614 8.062 -6.581
C 5.585 7.186 -6.274
C 5.915 5.913 -5.836
H 9.151 5.953 -5.876
H 8.755 8.277 -6.667
H 6.401 9.065 -6.926
H 4.550 7.482 -6.372
H 5.137 5.199 -5.584
N -8.134 2.011 6.694
C -9.187 2.393 7.415
C -10.225 1.545 7.768
C -10.169 0.226 7.348
C -9.081 -0.188 6.597
C -8.094 0.741 6.300
H -9.195 3.433 7.722
H -11.054 1.910 8.357
H -10.959 -0.468 7.602
H -8.996 -1.208 6.248
H -7.224 0.458 5.716
N -4.127 0.195 0.467
C -4.538 -1.053 0.251
C -4.096 -1.835 -0.806
C -3.174 -1.294 -1.687
C -2.747 0.010 -1.484
C -3.256 0.709 -0.398
H -5.251 -1.445 0.969
H -4.458 -2.846 -0.928
H -2.799 -1.871 -2.525
H -2.037 0.471 -2.157
H -2.956 1.728 -0.192
N -2.696 -0.891 -5.234
C -1.804 0.049 -5.541
C -2.139 1.271 -6.104
C -3.475 1.530 -6.367
C -4.415 0.561 -6.056
C -3.975 -0.627 -5.493
H -0.768 -0.200 -5.326
H -1.371 1.997 -6.336
H -3.778 2.470 -6.810
H -5.467 0.720 -6.247
H -4.679 -1.410 -5.233

Atoms 1-6, force components in eV/Å:
C -0.4 -0.3 -0.4
C 0.0 0.2 0.1
C -0.1 0.6 -0.5
C 0.2 0.1 -0.3
C 0.5 -0.3 0.2
C 0.0 -0.2 0.2

E_tot = -270328.3985 eV
Gap between HOMO and LUMO = 7.7 eV
Net charge = +1
E_HOMO = -10.0 eV



(6)
This record from the Open Molecules 2025 dataset describes a cluster of 8 separate species, C3H19NO10 in total in a non-equilibrium geometry. The level of theory is ωB97M-V/def2-TZVPD.

Element x y z (Å)
O 1.618 -2.510 -0.835
C 2.324 -1.633 -0.408
C 1.978 -0.145 -0.604
N 0.663 0.148 -1.117
C -0.478 0.017 -0.374
O -0.326 -0.112 0.963
O -1.566 0.033 -0.904
H 3.186 -1.873 0.211
H 2.168 0.380 0.367
H 2.827 0.264 -1.183
H 0.571 0.104 -2.126
H 0.275 -0.797 1.302
H -2.982 2.997 -1.365
H -1.674 2.540 -2.107
O -2.199 3.302 -1.838
H 0.658 -1.991 -3.581
H 0.223 -0.775 -4.481
O 0.174 -1.157 -3.605
H 0.155 -1.930 2.886
H 1.478 -2.791 2.683
O 0.878 -2.145 2.306
H -2.903 1.004 -0.187
H -3.667 1.549 1.015
O -3.716 1.481 0.058
H 1.177 2.798 0.212
H 0.653 2.146 1.381
O 1.098 2.969 1.154
H 3.083 0.960 3.003
H 1.776 0.807 2.114
O 2.711 0.564 2.215
H -2.733 -2.169 0.583
H -3.853 -1.592 1.305
O -3.579 -2.442 0.956

Atoms 1-6, force components in eV/Å:
O 0.2 0.0 -0.1
C -1.5 0.5 -0.2
C 1.2 0.2 1.3
N 0.8 0.1 0.4
C 0.8 -0.7 -1.4
O -0.5 0.6 0.5

E_tot = -25384.4268 eV
Gap between HOMO and LUMO = 10.0 eV
Energy relative to the best compared isomer or geometry (same formula, charge and spin) = 245.0 kJ/mol
E_HOMO = -10.1 eV
SMILES string = O=CCNC(=O)O.O.O.O.O.O.O.O



(7)
This record from the Open Molecules 2025 dataset describes a structure of composition C13H17Cl3N10OsS2. The level of theory is ωB97M-V/def2-TZVPD.

Element x y z (Å)
Os -1.378 1.138 0.694
N -1.622 -0.293 3.875
C -2.159 0.973 3.703
N -2.720 1.622 4.695
N -3.141 2.776 4.112
N -2.846 2.792 2.865
N -2.198 1.632 2.552
C -0.987 -1.039 2.943
N -0.395 -2.207 3.286
N 0.060 -2.722 2.179
N -0.235 -1.871 1.198
N -0.904 -0.774 1.649
H -1.509 -0.599 4.827
C -2.073 4.373 -2.658
C -1.670 3.137 -1.882
S -2.123 3.152 -0.190
C -1.009 2.113 -2.432
C -0.574 2.057 -3.872
S -0.570 0.709 -1.465
H -2.657 5.037 -2.021
H -2.684 4.124 -3.532
H -1.201 4.933 -3.011
H -0.894 2.940 -4.427
H -0.985 1.172 -4.370
H 0.516 1.986 -3.949
C 1.195 -2.863 -2.090
C 1.000 -3.135 -0.596
C 0.455 -4.561 -0.398
C 2.354 -2.994 0.115
C 0.014 -2.113 -0.115
H 1.914 -3.574 -2.504
H 1.562 -1.848 -2.254
H 0.252 -2.962 -2.633
H 1.177 -5.287 -0.785
H -0.488 -4.693 -0.934
H 0.287 -4.767 0.659
H 3.052 -3.725 -0.302
H 2.268 -3.170 1.186
H 2.767 -1.997 -0.037
H -0.493 -1.443 -0.794
Cl 4.077 0.902 -0.178
C 3.313 2.100 0.800
Cl 3.638 3.733 0.369
Cl 4.721 1.872 3.022
C 1.993 1.807 1.210
N 0.899 1.561 1.485

Atoms 1-6, force components in eV/Å:
Os -0.2 0.0 -0.5
N 0.1 0.1 0.1
C 0.1 -0.4 0.0
N -0.1 0.2 0.0
N 0.0 -0.1 0.0
N 0.0 -0.1 0.0

Expectation value of S² = 6.043
E_tot = -90361.3197 eV
Gap between HOMO and LUMO (alpha / beta) = 5.2 / 5.0 eV
2S+1 = 5
Net charge = -2
E_HOMO (alpha / beta) = -0.9 / -1.1 eV



(8)
This record from the Open Molecules 2025 dataset describes a structure of composition C4H9NO2 in a non-equilibrium geometry. The level of theory is ωB97M-V/def2-TZVPD.

Element x y z (Å)
C -2.660 0.103 0.292
C 2.463 1.127 -0.297
C 0.026 -0.796 -0.106
N 0.361 -2.051 -0.036
C 0.000 0.459 0.087
O -1.683 -0.245 -0.656
O 1.636 0.470 0.631
H 0.590 -2.451 0.865
H 0.233 -2.662 -0.832
H -0.249 1.500 0.051
H -2.548 -0.452 1.237
H -3.653 -0.128 -0.111
H -2.640 1.181 0.520
H 2.102 2.144 -0.522
H 3.471 1.223 0.125
H 2.551 0.580 -1.249

Atoms 1-6, force components in eV/Å:
C 0.0 -0.4 0.1
C -0.1 0.1 0.0
C -3.5 0.7 -0.7
N 0.0 -0.3 0.1
C 5.5 0.1 1.0
O 0.2 -0.8 -0.1

E_tot = -9872.9140 eV
Gap between HOMO and LUMO = 9.2 eV
Energy relative to the best compared isomer or geometry (same formula, charge and spin) = 689.5 kJ/mol
E_HOMO = -8.5 eV



> The highest E_tot belongs to which entry?

C4H7NO